Here is a molecular structure, C12H28CeN4O5S from the OMol25 dataset. Energies are from the ωB97M-V functional and the def2-TZVPD basis.

```
51
Properties=species:S:1:pos:R:3:forces:R:3:lowdin_charge:R:1
Ce 0.3728 0.4193 -0.1138 0.5 -0.8 -0.9 1.727
C -0.4761 -0.5336 4.5412 0.1 -0.7 0.9 0.046
N -1.4704 -1.1248 3.5679 1.9 0.5 0.2 -0.037
C -2.3343 -2.2301 4.1799 0.4 1.2 -1.0 0.090
C -1.3031 -0.8381 2.3129 -0.9 -1.6 -0.7 -0.258
O -0.3968 -0.0158 1.8189 -0.7 -0.4 1.2 -0.166
C -2.0746 -1.6276 1.2098 0.3 -1.0 0.1 -0.012
O -1.4193 -1.3097 -0.0360 0.3 0.1 0.2 -0.258
C -1.7210 -2.2030 -1.1565 -0.1 -0.3 1.4 -0.007
C -0.9679 -1.6342 -2.3239 -0.5 0.8 1.0 -0.314
O -0.0961 -0.7335 -1.9408 0.3 0.1 -0.9 -0.149
N -1.2871 -1.9476 -3.5270 1.7 0.6 -0.6 -0.065
C -2.3347 -2.9095 -3.7664 -0.9 -2.3 0.2 0.017
C -0.5525 -1.3155 -4.6797 -0.8 -1.2 -0.7 0.077
H 0.2394 -1.3134 4.9306 -0.9 0.4 -0.7 0.139
H -1.0434 -0.2166 5.4145 0.0 0.2 -0.1 0.113
H 0.1099 0.2955 4.1445 -0.4 -0.2 -0.2 0.094
H -3.0910 -2.4885 3.4623 -0.4 -0.2 -0.1 0.093
H -2.7797 -1.8277 5.0819 0.0 0.0 0.1 0.121
H -1.6873 -3.0690 4.3798 0.2 -0.2 0.2 0.120
H -3.1274 -1.3940 1.0883 -0.2 0.3 0.4 0.162
H -2.0243 -2.7423 1.3940 0.2 1.1 0.0 0.175
H -2.8197 -2.2033 -1.2672 0.5 -0.3 -0.2 0.169
H -1.2938 -3.1912 -0.8765 -0.6 0.3 -0.4 0.183
H -2.3032 -3.4484 -4.7408 0.2 1.1 0.4 0.142
H -3.2945 -2.4292 -3.5963 -0.2 0.0 -0.4 0.122
H -2.2642 -3.7777 -3.0627 0.1 0.8 -0.3 0.127
H -1.1698 -0.4780 -5.0579 0.5 -0.5 0.1 0.131
H -0.3967 -2.1078 -5.4713 -0.4 1.0 0.9 0.141
H 0.4072 -1.0223 -4.3041 0.4 0.4 0.0 0.085
C 5.4178 1.7417 -0.0248 1.2 -1.2 0.7 0.043
N 4.6771 0.5040 0.1785 -1.9 -0.5 -0.2 0.111
C 3.3835 0.2648 0.1756 1.7 -0.1 0.8 -0.465
N 2.8576 -1.0488 0.4068 0.2 -0.7 -1.3 0.139
O 2.4933 1.1610 0.0321 -0.2 0.2 -0.1 -0.101
H 4.7921 2.5389 0.2366 -0.6 1.4 0.0 0.085
H 5.7933 1.7084 -1.0343 0.1 0.5 -0.4 0.118
H 6.2727 1.6474 0.6816 -0.5 0.5 -0.5 0.139
H 5.2974 -0.2595 0.2832 0.3 -1.3 0.3 0.165
H 3.3941 -1.7963 -0.0891 -0.6 0.7 0.4 0.160
H 2.8016 -1.3390 1.3754 0.2 0.3 0.4 0.129
C 0.2012 4.6531 -1.6127 -0.4 0.5 1.0 -0.164
S -1.0720 3.7184 -0.7088 1.4 -0.3 -0.1 1.138
C -1.1512 4.6322 0.8344 -0.6 -0.7 -0.5 -0.172
O -0.1429 2.4099 -0.3378 -1.1 0.7 -0.1 -0.655
H 1.0411 4.8594 -0.9190 -0.5 -0.2 -0.5 0.097
H -0.2847 5.5883 -1.9051 0.1 0.0 -0.1 0.096
H 0.4880 4.0900 -2.4859 0.0 -0.2 -0.2 0.073
H -1.9013 5.4002 0.6405 0.2 0.4 0.0 0.099
H -0.1633 4.9658 1.0856 0.3 0.4 0.3 0.078
H -1.5955 3.9776 1.5813 0.1 -0.1 0.1 0.080
```
Positions in Å, forces in eV/Å.

Results
Net charge: +4
Gap between HOMO and LUMO (eV): 7.43